# 1
Computed, not measured: a 2-piece molecular cluster, C3H9NO2 overall, with ωB97M-V/def2-TZVPD.

Calculated values
Relative energy (zero: lowest compared OMol25 entry of this formula, charge and spin): 204.5 kJ/mol
Molecular weight: 91.1 g/mol
E_HOMO: -8.3 eV
SMILES string: CC(=O)O.CN
Multiplicity: 1
E: -324.894735 Eh

```
15
Properties=species:S:1:pos:R:3:forces:R:3:mulliken_charge:R:1
C 2.443 -0.956 -1.031 3.3 0.5 -0.2 -0.914
C 1.152 -0.292 -0.830 -1.2 0.8 1.7 0.600
O 0.310 -0.255 -1.897 0.8 -0.3 -1.3 -0.476
O 0.812 0.222 0.205 0.3 -0.3 -0.2 -0.455
H 3.008 -0.581 -1.872 -0.7 0.2 -1.3 0.333
H 2.388 -2.014 -1.201 -0.3 -0.6 0.1 0.260
H 3.323 -0.726 -0.359 -1.9 -0.4 0.6 0.308
C -2.619 0.230 1.338 -0.4 0.0 1.6 -0.639
N -1.710 1.171 2.017 -1.5 0.9 -1.0 -0.533
H -0.487 -0.780 -1.835 -0.3 0.0 0.6 0.335
H -0.922 0.741 2.421 1.1 -0.1 0.0 0.231
H -1.539 2.009 1.457 0.5 -0.8 0.5 0.235
H -3.401 0.019 2.094 -0.8 0.7 -0.9 0.267
H -2.259 -0.815 1.378 0.7 0.5 -1.3 0.210
H -2.999 0.656 0.358 0.4 -1.0 1.2 0.239
```
Positions in Å, forces in eV/Å.


# 2
Computed, not measured: C2HMgO3 as an isolated structure, with ωB97M-V/def2-TZVPD.

Calculated values
Molecular weight: 97.3 g/mol
Net charge: +1
E_HOMO (alpha / beta): -12.2 / -13.1 eV
Multiplicity: 1
E: -502.183660 Eh

```
7
Properties=species:S:1:pos:R:3:forces:R:3:mulliken_charge:R:1
O 0.695 0.187 -0.090 3.3 0.5 0.0 -0.526
O -1.318 -0.320 0.243 0.6 -0.3 0.0 -0.183
O -0.824 1.904 0.100 1.1 -1.2 -0.2 -0.446
C -0.460 -1.413 0.257 -0.1 0.6 -0.4 -0.141
C -0.475 0.762 0.050 -2.8 0.8 0.5 0.799
H -0.155 -1.603 -0.795 -0.6 -0.4 0.1 0.189
Mg 2.538 0.482 0.235 -1.4 -0.1 -0.1 1.307
```
Positions in Å, forces in eV/Å.


# 3
Computed, not measured: a 6-piece molecular cluster, C39H82F2N2O19 overall, with ωB97M-V/def2-TZVPD.

Calculated values
Relative energy (zero: lowest compared OMol25 entry of this formula, charge and spin): 409.1 kJ/mol
Molecular weight: 921.1 g/mol
E_HOMO: -8.8 eV
SMILES string: O=C1NC[C@H](CCCO)[C@H]1N(C(=O)F)C(=O)F.COCCOCCOC.COCCOCCOC.COCCOCCOC.COCCOCCOC.COCCOCCOC
Multiplicity: 1
E: -3273.453100 Eh

```
144
Properties=species:S:1:pos:R:3:forces:R:3:mulliken_charge:R:1
O -0.156 -3.254 3.581 -3.5 4.0 1.5 -0.503
C -1.088 -2.438 3.780 1.3 -2.7 -1.8 0.168
N -2.487 -2.739 3.280 0.8 1.0 1.7 -0.478
C -3.327 -2.480 4.525 -0.5 -0.4 1.2 -0.511
C -2.482 -1.524 5.565 0.7 0.1 -1.6 0.176
C -3.353 -0.384 6.293 -0.3 -0.7 0.5 -1.085
C -3.942 0.753 5.311 -0.1 -0.3 1.3 -0.279
C -5.410 0.371 4.741 0.3 0.7 0.1 -0.544
O -5.455 0.607 3.296 0.9 -0.4 1.0 -0.436
C -1.300 -1.056 4.525 -1.5 0.5 -0.5 -0.537
N -0.226 -0.264 5.179 2.2 1.1 0.5 0.543
C 1.129 -0.833 5.085 4.3 -1.3 -2.9 0.300
O 1.817 -1.004 4.048 -3.9 1.1 6.4 -0.360
F 1.766 -1.209 6.337 -2.5 1.1 -2.7 -0.317
C -0.139 1.135 4.673 1.1 2.8 -4.6 0.500
O 0.188 1.452 3.492 -1.9 -1.8 6.3 -0.320
F -0.458 2.245 5.550 0.7 -3.7 -1.6 -0.282
H -2.729 -1.992 2.588 0.3 -0.9 0.6 0.312
H -3.502 -3.430 5.172 0.2 1.3 -1.7 0.260
H -4.352 -2.102 4.179 1.6 -0.3 0.8 0.290
H -1.857 -2.200 6.278 -1.5 1.2 -0.8 0.478
H -2.765 0.034 7.202 -0.9 -0.5 -1.8 0.354
H -4.277 -0.919 6.762 1.6 0.8 -0.7 0.436
H -3.162 0.946 4.491 -1.4 0.0 1.0 0.177
H -4.084 1.714 5.945 0.5 -1.5 -1.2 0.312
H -6.177 1.080 5.247 1.2 -1.2 -1.1 0.301
H -5.753 -0.696 4.987 0.8 1.4 -0.3 0.269
H -4.549 0.440 2.931 -1.2 0.2 0.6 0.308
H -1.672 -0.351 3.673 0.3 -1.4 1.4 0.381
C 8.357 -0.556 10.390 0.0 -0.3 -0.3 -0.823
O 7.261 -1.423 10.164 0.0 0.5 0.3 -0.282
C 6.302 -1.435 11.212 -0.2 -0.1 -0.4 -0.502
C 4.873 -1.272 10.687 -0.1 -0.1 0.1 -0.252
O 4.559 -0.022 10.073 0.2 -0.2 -0.1 -0.476
C 5.229 0.306 8.856 0.2 0.0 -0.1 -0.376
C 4.934 -0.589 7.650 0.3 0.0 0.4 -0.066
O 5.419 -1.911 7.839 -0.5 0.0 0.2 -0.298
C 4.472 -2.925 7.550 0.4 0.0 -0.1 -0.794
H 9.166 -1.101 10.884 0.1 0.2 0.1 0.280
H 8.719 -0.207 9.419 0.0 -0.1 0.0 0.241
H 8.080 0.325 10.978 0.0 -0.1 0.0 0.391
H 6.504 -0.656 11.956 0.1 0.0 -0.1 0.346
H 6.381 -2.407 11.709 -0.2 0.0 0.2 0.372
H 4.203 -1.346 11.551 0.1 0.2 0.0 0.435
H 4.593 -2.097 10.035 0.3 0.0 -0.1 0.037
H 6.307 0.395 9.022 -0.1 -0.2 -0.1 0.082
H 4.890 1.313 8.600 -0.2 0.0 0.0 0.440
H 5.442 -0.178 6.773 0.0 0.3 0.0 0.407
H 3.860 -0.584 7.449 0.0 -0.1 0.1 -0.031
H 3.448 -2.617 7.778 0.0 0.0 0.0 0.354
H 4.709 -3.796 8.163 0.1 0.0 0.0 0.258
H 4.551 -3.216 6.498 -0.2 0.0 0.0 0.286
C 1.692 -1.320 1.488 -0.1 -0.1 -0.8 -0.727
O 1.399 -0.426 0.426 0.4 0.1 0.2 -0.121
C 1.612 0.943 0.741 0.1 -0.1 -0.5 -0.593
C 2.429 1.659 -0.337 -0.1 0.1 0.1 -0.138
O 3.778 1.226 -0.508 -0.2 -0.3 0.0 -0.473
C 3.987 -0.105 -0.980 0.0 -0.3 0.1 -0.317
C 3.493 -0.414 -2.396 -0.2 0.0 0.4 -0.396
O 2.077 -0.350 -2.491 0.2 0.5 -0.2 -0.265
C 1.602 0.423 -3.579 -0.1 -0.3 0.1 -0.381
H 0.792 -1.500 2.078 0.2 0.0 0.0 -0.099
H 2.015 -2.269 1.050 -0.1 0.0 -0.1 0.327
H 2.498 -0.959 2.128 -0.2 0.0 -0.4 0.518
H 2.108 1.064 1.711 0.0 -0.1 -0.1 0.297
H 0.627 1.416 0.803 0.1 0.3 0.1 0.301
H 2.498 2.712 -0.042 0.1 -0.1 0.1 0.474
H 1.907 1.663 -1.294 -0.1 -0.2 0.0 0.086
H 3.597 -0.834 -0.263 -0.2 0.1 -0.2 -0.075
H 5.071 -0.246 -0.980 0.1 0.2 -0.1 0.509
H 3.790 -1.434 -2.658 0.3 0.0 0.1 0.448
H 3.970 0.266 -3.104 -0.1 0.0 0.0 0.185
H 2.265 1.260 -3.817 0.0 0.0 0.0 0.200
H 0.626 0.831 -3.308 0.0 -0.1 0.0 -0.002
H 1.472 -0.215 -4.459 0.1 0.1 -0.1 0.294
C -6.488 0.658 0.316 0.3 -0.2 0.0 -0.598
O -5.818 -0.097 -0.679 -0.3 0.5 -0.1 -0.228
C -6.470 -0.114 -1.941 0.5 0.0 -0.1 -0.561
C -5.508 0.206 -3.087 -0.1 -0.1 -0.2 0.202
O -4.954 1.522 -3.106 0.1 -0.2 0.3 -0.502
C -4.082 1.886 -2.036 0.0 0.0 0.2 -0.407
C -2.765 1.112 -1.935 -0.5 -0.1 0.2 -0.270
O -2.979 -0.256 -1.615 0.1 0.1 -0.5 -0.210
C -2.283 -1.165 -2.451 0.1 -0.1 0.4 -0.820
H -7.168 0.011 0.877 -0.1 0.2 0.1 0.230
H -5.737 1.050 1.005 -0.1 -0.1 -0.1 0.043
H -7.035 1.511 -0.101 0.0 -0.1 -0.1 0.392
H -7.315 0.585 -1.971 0.1 0.0 0.1 0.348
H -6.862 -1.125 -2.086 -0.1 0.0 -0.3 0.358
H -6.077 0.118 -4.019 -0.1 0.2 0.1 0.432
H -4.717 -0.540 -3.162 0.0 -0.1 0.3 -0.356
H -4.617 1.872 -1.081 0.1 -0.2 -0.1 0.088
H -3.827 2.933 -2.212 0.0 0.0 -0.2 0.459
H -2.162 1.544 -1.131 0.0 0.3 0.0 0.259
H -2.207 1.220 -2.868 0.0 -0.1 -0.1 0.278
H -2.172 -0.790 -3.472 0.0 0.1 0.0 0.397
H -2.853 -2.095 -2.491 0.0 0.0 0.1 0.235
H -1.301 -1.385 -2.022 0.1 0.0 -0.2 0.207
C 4.754 3.011 -3.039 -0.3 0.0 -0.2 -0.713
O 4.459 3.903 -4.100 0.5 0.1 0.3 -0.275
C 4.668 5.273 -3.784 0.1 -0.1 -0.4 -0.527
C 5.484 5.993 -4.861 -0.1 0.2 0.0 -0.328
O 6.835 5.565 -5.029 -0.2 -0.2 -0.1 -0.478
C 7.056 4.237 -5.504 0.0 -0.2 0.1 -0.147
C 6.571 3.929 -6.922 -0.2 0.0 0.4 -0.505
O 5.155 3.983 -7.023 0.2 0.5 -0.2 -0.257
C 4.679 4.756 -8.111 -0.2 -0.4 0.1 -0.853
H 3.854 2.828 -2.447 0.2 0.0 0.2 0.215
H 5.080 2.063 -3.474 -0.1 0.1 0.0 0.115
H 5.561 3.376 -2.396 -0.1 0.0 0.0 0.519
H 5.163 5.395 -2.814 0.0 -0.1 -0.1 0.362
H 3.681 5.742 -3.723 0.0 0.3 0.0 0.361
H 5.549 7.046 -4.564 0.1 -0.1 0.1 0.449
H 4.964 5.996 -5.817 -0.1 -0.2 0.0 0.059
H 6.669 3.503 -4.789 -0.2 0.1 -0.2 -0.082
H 8.140 4.104 -5.498 0.0 0.2 -0.1 0.445
H 6.876 2.912 -7.186 0.3 0.0 0.1 0.383
H 7.047 4.616 -7.626 0.0 0.1 0.0 0.344
H 5.337 5.598 -8.343 0.0 0.0 0.0 0.410
H 3.699 5.155 -7.842 0.0 -0.1 0.0 0.236
H 4.558 4.119 -8.993 0.1 0.1 -0.1 0.275
C -3.409 -2.501 -6.315 0.0 -0.3 -0.3 -0.805
O -4.499 -3.377 -6.544 0.0 0.5 0.3 -0.313
C -5.456 -3.400 -5.495 -0.2 -0.1 -0.4 0.210
C -6.886 -3.244 -6.020 -0.1 -0.1 0.1 -0.411
O -7.208 -1.993 -6.628 0.2 -0.2 -0.1 -0.478
C -6.539 -1.655 -7.843 0.2 0.1 -0.1 -0.213
C -6.828 -2.545 -9.053 0.3 0.0 0.4 -0.550
O -6.334 -3.865 -8.871 -0.5 0.0 0.1 -0.283
C -7.274 -4.883 -9.166 0.4 0.0 -0.1 -0.832
H -2.595 -3.042 -5.825 0.1 0.2 0.1 0.281
H -3.052 -2.144 -7.285 0.0 -0.1 0.0 0.312
H -3.692 -1.625 -5.722 0.0 -0.1 0.0 0.323
H -5.259 -2.623 -4.746 0.1 0.0 -0.1 -0.312
H -5.369 -4.374 -5.002 -0.2 0.0 0.2 0.402
H -7.556 -3.328 -5.157 0.1 0.2 0.0 0.485
H -7.160 -4.068 -6.676 0.2 0.0 -0.1 0.086
H -5.462 -1.559 -7.675 -0.1 -0.2 -0.1 0.025
H -6.885 -0.649 -8.094 -0.2 0.0 0.0 0.447
H -6.322 -2.127 -9.927 -0.1 0.3 0.0 0.380
H -7.902 -2.547 -9.255 -0.1 -0.1 0.0 0.344
H -8.300 -4.582 -8.937 0.0 0.0 0.0 0.400
H -7.032 -5.756 -8.557 0.1 0.0 0.0 0.241
H -7.193 -5.169 -10.219 -0.2 0.0 0.0 0.279
```
Positions in Å, forces in eV/Å.


# 4
Computed, not measured: C50H57MgN5O5S5Si as an isolated structure, with ωB97M-V/def2-TZVPD.

Calculated values
Molecular weight: 1020.8 g/mol
Net charge: -2
E_HOMO: -2.5 eV
Multiplicity: 1
E: -5070.393105 Eh

```
124
Properties=species:S:1:pos:R:3:forces:R:3:mulliken_charge:R:1
Mg 0.288 0.138 -0.002 -0.5 0.4 -0.6 3.256
C -0.979 -3.220 1.848 -0.1 0.1 0.0 -1.317
C -2.211 -2.403 2.101 0.0 0.0 0.0 1.516
C -3.426 -3.024 2.340 0.0 0.0 0.1 -0.651
C -4.563 -2.282 2.612 0.0 0.0 0.1 -0.792
C -4.476 -0.905 2.648 0.0 -0.2 0.0 -1.092
C -3.274 -0.245 2.422 0.2 0.1 -0.1 2.105
C -3.240 1.247 2.532 0.2 0.0 0.0 -1.580
C -2.127 -1.000 2.134 -0.9 -0.5 0.2 -2.505
N -0.856 -0.449 1.909 1.0 0.2 0.0 0.978
C -0.193 0.061 2.886 -1.6 -0.5 0.3 0.972
C -0.710 0.131 4.301 0.0 -0.1 -0.1 -1.864
C 1.213 0.385 2.676 1.6 0.1 -0.3 1.470
C 2.051 0.760 3.874 0.0 0.0 -0.1 -1.771
N 1.753 0.054 1.545 -0.8 -0.1 0.3 0.877
C 3.141 0.033 1.383 1.1 0.0 0.0 -2.263
C 3.837 1.169 0.946 -0.2 -0.1 0.0 1.090
C 3.095 2.448 0.768 0.0 0.0 0.0 -0.849
C 5.197 1.069 0.694 0.1 -0.1 0.1 -0.430
C 5.868 -0.129 0.870 0.1 0.1 0.1 -0.924
C 5.186 -1.234 1.343 0.1 0.0 0.0 -0.683
C 3.828 -1.170 1.621 -0.2 0.0 0.0 1.254
C 3.119 -2.369 2.189 0.0 0.1 -0.1 -1.610
H -1.234 -4.274 1.737 0.0 0.0 0.0 0.508
H -0.279 -3.114 2.678 0.1 0.0 0.0 0.266
H -0.484 -2.865 0.946 0.1 -0.1 0.0 -0.355
H -3.483 -4.104 2.320 0.0 -0.1 0.0 0.372
H -5.505 -2.777 2.796 -0.1 0.0 0.0 0.402
H -5.354 -0.315 2.871 -0.1 0.1 0.0 0.520
H -4.087 1.687 2.011 0.0 0.1 -0.1 0.465
H -2.329 1.646 2.103 0.0 0.2 0.1 -0.399
H -3.286 1.552 3.578 0.0 0.0 0.1 0.301
H -1.735 -0.228 4.344 0.0 0.0 0.1 0.602
H -0.670 1.161 4.646 0.0 0.0 0.1 0.226
H -0.096 -0.483 4.961 0.0 -0.1 0.0 0.447
H 1.664 1.673 4.322 0.0 0.0 0.1 0.418
H 3.083 0.926 3.568 -0.1 0.0 0.1 0.423
H 2.027 -0.028 4.627 0.0 -0.1 0.0 0.431
H 2.792 2.845 1.737 -0.1 0.1 0.0 0.389
H 2.193 2.251 0.190 0.0 0.2 0.0 -0.504
H 3.696 3.190 0.249 0.1 0.1 -0.1 0.470
H 5.729 1.941 0.346 0.0 0.1 -0.1 0.348
H 6.924 -0.198 0.650 0.1 0.0 0.0 0.416
H 5.707 -2.169 1.499 0.0 -0.1 0.0 0.421
H 3.700 -3.273 2.011 0.0 0.0 0.0 0.503
H 2.129 -2.486 1.750 -0.1 -0.1 0.0 0.026
H 2.999 -2.258 3.270 -0.1 0.0 0.0 0.328
O -1.609 7.201 0.222 -0.1 0.5 -0.2 -0.675
C -1.371 6.037 0.425 0.0 -0.3 0.1 0.692
S -1.937 4.710 -0.572 0.0 -0.3 0.0 -0.143
C -1.205 3.368 0.347 0.0 0.8 0.2 -0.607
C -0.539 3.727 1.462 -0.2 0.3 -0.4 0.566
S 0.147 2.737 2.693 0.2 0.4 0.6 -0.570
S -0.399 5.469 1.776 0.0 -0.2 0.1 -0.244
S -1.517 1.807 -0.304 -0.2 -0.3 -0.3 -0.042
C 3.963 -3.082 -1.599 0.0 0.0 0.0 -1.211
C 2.495 -2.870 -1.507 -0.1 -0.2 0.0 0.778
C 1.434 -3.628 -1.959 0.1 0.2 0.2 -1.786
C 0.274 -2.937 -1.566 0.3 -0.3 -0.1 0.157
N 0.622 -1.842 -0.901 -0.9 0.4 0.1 0.073
N 1.953 -1.822 -0.867 0.7 -0.6 -0.2 2.490
C -1.129 -3.320 -1.860 -0.1 0.2 0.1 -0.879
H 4.228 -3.436 -2.593 0.1 0.0 -0.1 0.384
H 4.293 -3.831 -0.879 0.0 0.0 0.1 0.265
H 4.489 -2.154 -1.396 0.1 0.0 0.0 -0.142
H 1.484 -4.542 -2.516 0.0 -0.2 -0.1 0.548
H 2.407 -0.979 -0.548 0.2 0.0 -0.2 -1.343
H -1.193 -3.770 -2.848 0.0 0.0 -0.1 0.501
H -1.768 -2.442 -1.826 -0.1 0.0 0.0 -0.453
H -1.508 -4.048 -1.145 0.0 -0.1 0.1 0.323
N -3.058 -0.750 -1.173 0.2 0.2 0.1 0.510
C -4.116 -1.497 -1.677 -0.2 -0.2 -0.1 0.208
C -4.496 -2.689 -1.056 0.0 0.1 -0.1 0.298
C -5.490 -3.473 -1.611 0.1 0.1 0.2 -1.146
C -6.112 -3.074 -2.774 -0.6 -0.5 -0.4 -0.070
C -5.761 -1.891 -3.387 0.0 0.1 -0.1 -0.840
C -4.762 -1.100 -2.849 0.1 0.0 0.2 -0.591
S -7.320 -4.178 -3.534 -0.2 -0.3 -0.2 1.288
O -8.133 -4.690 -2.428 0.3 0.2 -0.1 -0.725
O -6.496 -5.210 -4.173 -0.2 0.3 0.2 -0.705
O -8.071 -3.358 -4.487 0.3 0.0 0.3 -0.736
H -2.897 -0.857 -0.180 -0.2 0.2 0.0 -0.716
H -3.052 0.221 -1.454 0.0 0.0 0.2 0.003
H -4.001 -2.983 -0.140 0.0 0.0 0.0 0.554
H -5.815 -4.393 -1.147 0.0 -0.1 0.1 0.389
H -6.294 -1.609 -4.282 0.0 0.1 -0.1 0.484
H -4.473 -0.170 -3.320 0.0 0.1 -0.1 0.467
C 1.014 -0.864 -4.515 0.2 0.2 0.2 -1.885
C 0.502 0.546 -4.218 0.2 0.1 0.0 2.826
C -0.892 0.448 -3.602 0.3 0.2 0.1 -1.654
C 0.383 1.286 -5.548 0.1 0.1 0.2 -2.235
Si 1.666 1.405 -2.927 0.1 0.3 -1.1 0.992
O 1.421 0.847 -1.475 0.0 -0.4 1.2 -1.610
C 3.489 1.047 -3.430 -0.6 0.0 0.1 -0.427
C 4.303 0.369 -2.532 -0.1 0.0 0.2 1.493
C 5.621 0.062 -2.814 0.2 -0.1 0.1 -0.541
C 6.168 0.431 -4.030 0.1 0.0 0.0 -0.816
C 5.382 1.116 -4.940 0.1 0.1 -0.2 -0.933
C 4.066 1.421 -4.638 0.0 0.0 -0.2 -0.271
C 1.543 3.312 -3.051 -0.1 -0.5 0.1 0.644
C 1.252 4.038 -1.904 0.1 -0.2 0.2 0.417
C 1.244 5.420 -1.887 0.0 0.3 0.1 -1.068
C 1.492 6.126 -3.049 0.0 0.1 0.1 -0.849
C 1.750 5.429 -4.215 0.1 0.1 -0.2 -0.969
C 1.790 4.047 -4.206 0.0 0.0 -0.3 -0.480
H 0.334 -1.386 -5.191 -0.1 -0.1 -0.1 0.533
H 1.092 -1.449 -3.604 0.0 -0.2 0.2 0.258
H 2.001 -0.827 -4.975 0.1 -0.1 -0.1 0.418
H -1.576 -0.089 -4.263 -0.1 -0.1 -0.1 0.702
H -1.287 1.448 -3.425 -0.2 0.0 0.1 0.419
H -0.847 -0.074 -2.646 -0.2 0.0 0.0 -0.352
H -0.331 0.773 -6.195 -0.1 -0.1 -0.1 0.508
H 1.341 1.319 -6.066 0.1 0.1 -0.2 0.395
H 0.028 2.302 -5.396 -0.1 0.2 -0.1 0.353
H 3.880 0.100 -1.577 0.0 0.0 0.2 -0.260
H 6.224 -0.455 -2.077 0.0 0.0 0.0 0.396
H 7.200 0.198 -4.262 0.0 0.0 0.0 0.377
H 5.804 1.421 -5.889 0.0 0.0 -0.1 0.410
H 3.485 1.969 -5.365 -0.1 0.1 -0.1 0.097
H 1.030 3.494 -1.001 -0.1 0.0 0.2 0.092
H 1.039 5.949 -0.966 0.0 0.0 0.1 0.505
H 1.490 7.208 -3.050 -0.1 0.1 0.0 0.373
H 1.932 5.971 -5.135 0.0 0.0 -0.1 0.418
H 2.009 3.543 -5.132 0.0 -0.1 -0.2 0.157
```
Positions in Å, forces in eV/Å.


| no. | F_max (Eh/bohr) |
| --- | --- |
| 1 | 0.0645 |
| 2 | 0.0652 |
| 3 | 0.1465 |
| 4 | 0.0329 |